No. 1
ORCA calculation (ωB97M-V with the def2-TZVPD basis set) on C38H36FN6O5S5Zr as an isolated structure.

Positions of all 92 atoms, in Å:
1 Zr 1.373 2.175 0.046
2 C 4.988 2.190 1.410
3 C 4.285 2.489 2.725
4 S 2.503 2.143 2.685
5 C 1.846 3.628 3.480
6 C 2.175 4.947 2.800
7 S 1.785 4.980 1.030
8 C 3.312 5.618 0.324
9 C 4.525 4.698 0.351
10 S 4.250 2.943 -0.061
11 H 5.007 1.119 1.215
12 H 6.024 2.528 1.464
13 H 4.419 3.531 3.010
14 H 4.725 1.879 3.514
15 H 2.199 3.646 4.512
16 H 0.770 3.467 3.493
17 H 3.227 5.207 2.917
18 H 1.599 5.733 3.289
19 H 3.568 6.556 0.820
20 H 3.050 5.873 -0.700
21 H 4.990 4.717 1.337
22 H 5.260 5.066 -0.365
23 C -4.711 -1.175 -1.113
24 C -4.697 -0.810 0.363
25 N -3.347 -0.481 0.835
26 C -2.994 0.816 0.941
27 C -1.724 1.249 1.185
28 C -1.435 2.720 1.359
29 O -2.343 3.483 1.595
30 O -0.172 3.046 1.285
31 C -0.699 0.283 1.316
32 O 0.534 0.554 1.322
33 C -1.116 -1.098 1.436
34 C -0.186 -2.078 1.808
35 C -0.556 -3.384 1.843
36 F 0.334 -4.284 2.312
37 C -1.832 -3.824 1.411
38 C -2.754 -2.844 1.064
39 C -2.422 -1.477 1.114
40 N -2.135 -5.180 1.303
41 C -3.466 -5.710 1.487
42 C -3.869 -6.501 0.230
43 N -2.633 -7.060 -0.408
44 C -1.631 -7.472 0.615
45 C -1.113 -6.222 1.339
46 H -5.726 -1.416 -1.430
47 H -4.072 -2.035 -1.319
48 H -4.353 -0.340 -1.715
49 H -5.100 -1.607 0.989
50 H -5.313 0.069 0.547
51 H -3.781 1.546 0.799
52 H 0.815 -1.782 2.093
53 H -3.730 -3.141 0.707
54 H -4.186 -4.917 1.675
55 H -3.487 -6.365 2.364
56 H -4.356 -5.876 -0.516
57 H -4.526 -7.333 0.481
58 H -2.207 -6.329 -1.036
59 H -2.870 -7.846 -1.011
60 H -0.816 -7.984 0.107
61 H -2.124 -8.175 1.285
62 H -0.219 -5.873 0.835
63 H -0.834 -6.507 2.357
64 S 0.306 0.651 -1.755
65 C 0.831 -0.950 -1.385
66 C 0.030 -2.018 -1.762
67 C 0.398 -3.315 -1.464
68 C -0.500 -4.382 -1.743
69 N -1.246 -5.227 -1.972
70 C 1.610 -3.571 -0.788
71 C 2.415 -2.507 -0.414
72 C 2.026 -1.189 -0.677
73 S 3.016 0.135 -0.140
74 C 1.933 -4.924 -0.444
75 N 2.141 -6.010 -0.128
76 H -0.899 -1.825 -2.284
77 H 3.340 -2.694 0.114
78 O 3.670 4.430 -2.606
79 C 2.465 4.335 -2.607
80 N 1.696 3.644 -1.675
81 C 0.382 3.788 -2.003
82 O -0.458 3.184 -1.336
83 C 0.225 4.653 -3.193
84 C -0.882 5.108 -3.878
85 C -0.647 5.912 -4.990
86 C 0.648 6.235 -5.386
87 C 1.759 5.768 -4.684
88 C 1.516 4.974 -3.585
89 H -1.885 4.853 -3.563
90 H -1.483 6.294 -5.560
91 H 0.792 6.862 -6.256
92 H 2.768 6.015 -4.986

lowest unoccupied orbital energy: -2.5 eV
E_HOMO: -9.537 eV
net charge: +1
HOMO-LUMO gap: 7.02 eV

---

No. 2
ORCA calculation (ωB97M-V with the def2-TZVPD basis set) on C38H36IrNPS as an isolated structure.

Positions of all 78 atoms, in Å:
1 Ir 0.870 -0.200 -0.576
2 C -6.016 -0.945 -2.420
3 C -5.067 -1.363 -1.290
4 C -4.834 -0.149 -0.387
5 C -5.712 -2.480 -0.460
6 C -3.766 -1.889 -1.892
7 C -3.833 -2.973 -2.803
8 C -2.720 -3.522 -3.395
9 C -1.480 -2.972 -3.069
10 S 0.090 -3.445 -3.621
11 C 0.781 -2.229 -2.650
12 N -0.080 -1.514 -1.953
13 C -1.387 -1.907 -2.173
14 C -2.529 -1.360 -1.586
15 C 2.192 -1.892 -2.495
16 C 3.234 -2.446 -3.214
17 C 4.522 -1.969 -3.014
18 C 4.776 -0.924 -2.113
19 C 3.754 -0.371 -1.379
20 C 2.432 -0.861 -1.524
21 H -6.943 -0.558 -1.995
22 H -6.279 -1.782 -3.067
23 H -5.571 -0.164 -3.038
24 H -5.788 0.191 0.017
25 H -4.396 0.682 -0.947
26 H -4.186 -0.384 0.460
27 H -6.648 -2.125 -0.029
28 H -5.056 -2.791 0.356
29 H -5.938 -3.358 -1.065
30 H -4.800 -3.391 -3.049
31 H -2.807 -4.346 -4.089
32 H -2.426 -0.524 -0.909
33 H 3.052 -3.230 -3.938
34 H 5.340 -2.395 -3.579
35 H 5.785 -0.548 -2.004
36 H 3.956 0.451 -0.705
37 C 0.355 -1.706 1.666
38 C 0.930 -0.970 2.848
39 C 0.818 -1.530 4.115
40 C 1.287 -0.856 5.235
41 C 1.862 0.398 5.111
42 C 1.978 0.978 3.858
43 C 1.527 0.294 2.729
44 P 1.551 1.137 1.144
45 C 2.771 2.442 1.118
46 C 2.336 3.742 0.849
47 C 3.249 4.776 0.755
48 C 4.599 4.508 0.922
49 C 5.032 3.216 1.183
50 C 4.139 2.156 1.290
51 C 4.671 0.783 1.611
52 C -0.127 1.773 0.937
53 C -1.035 1.991 1.975
54 C -2.328 2.372 1.677
55 C -2.738 2.502 0.349
56 C -1.868 2.239 -0.689
57 C -0.539 1.890 -0.411
58 C 0.469 1.592 -1.470
59 H -0.052 -2.679 1.942
60 H 1.138 -1.942 0.917
61 H -0.498 -1.161 1.225
62 H 0.362 -2.505 4.229
63 H 1.196 -1.314 6.210
64 H 2.213 0.927 5.986
65 H 2.423 1.960 3.755
66 H 1.279 3.949 0.730
67 H 2.909 5.783 0.556
68 H 5.322 5.309 0.847
69 H 6.090 3.023 1.312
70 H 5.668 0.653 1.192
71 H 4.042 -0.028 1.235
72 H 4.749 0.646 2.690
73 H -0.721 1.869 3.005
74 H -3.029 2.571 2.476
75 H -3.753 2.810 0.134
76 H -2.194 2.328 -1.718
77 H 1.344 2.245 -1.461
78 H 0.051 1.509 -2.471

lowest unoccupied orbital energy (spin up / spin down): -6.5 / -8.8 eV
E_HOMO (spin up / spin down): -13.914 / -13.958 eV
net charge: +2
spin multiplicity: 2
HOMO-LUMO gap (spin up / spin down): 7.44 / 5.19 eV

---

No. 3
ORCA calculation (ωB97M-V with the def2-TZVPD basis set) on a 2-piece molecular cluster, C38H36N overall in a non-equilibrium geometry.

Positions of all 75 atoms, in Å:
1 C 1.956 1.035 0.733
2 C 3.237 0.435 0.461
3 C 4.402 1.238 0.297
4 C 5.652 0.662 0.105
5 C 5.788 -0.733 0.035
6 C 4.645 -1.543 0.109
7 C 3.386 -0.974 0.295
8 C 0.765 0.410 0.384
9 C -0.438 1.103 0.284
10 C -1.716 0.481 0.126
11 C -2.893 1.279 0.033
12 C -4.153 0.694 -0.029
13 C -4.284 -0.704 -0.052
14 C -3.138 -1.510 -0.015
15 C -1.868 -0.935 0.061
16 H 1.938 2.073 1.096
17 H 4.274 2.322 0.283
18 H 6.527 1.306 -0.009
19 H 6.772 -1.180 -0.097
20 H 4.736 -2.626 -0.002
21 H 2.499 -1.611 0.288
22 H 0.788 -0.654 0.128
23 H -0.407 2.196 0.250
24 H -2.777 2.365 0.035
25 H -5.039 1.330 -0.052
26 H -5.275 -1.158 -0.098
27 H -3.236 -2.597 -0.035
28 H -0.984 -1.573 0.087
29 C 1.673 6.513 8.662
30 C 0.709 6.613 7.661
31 C 0.486 5.550 6.781
32 C 1.191 4.349 6.919
33 C 0.905 3.111 6.033
34 C -0.315 3.355 5.140
35 C -0.179 3.494 3.758
36 C -1.314 3.624 2.957
37 C -2.584 3.649 3.536
38 C -2.711 3.600 4.930
39 C -1.571 3.507 5.732
40 C 2.128 2.718 5.206
41 C 3.238 3.552 5.051
42 C 4.323 3.143 4.271
43 C 4.322 1.889 3.664
44 C 3.217 1.049 3.811
45 C 2.117 1.481 4.552
46 C 0.629 1.866 6.939
47 C 0.064 2.157 8.343
48 C -0.706 0.892 8.708
49 C -0.965 0.142 7.401
50 N -0.122 0.791 6.420
51 C 2.203 4.275 7.890
52 C 2.432 5.341 8.767
53 H 1.835 7.336 9.363
54 H 0.122 7.523 7.546
55 H -0.255 5.677 5.994
56 H 0.809 3.496 3.294
57 H -1.194 3.711 1.878
58 H -3.478 3.706 2.908
59 H -3.690 3.654 5.408
60 H -1.664 3.582 6.818
61 H 3.268 4.525 5.546
62 H 5.169 3.817 4.142
63 H 5.176 1.556 3.075
64 H 3.176 0.066 3.339
65 H 1.265 0.807 4.664
66 H 1.603 1.396 7.127
67 H 0.906 2.368 9.010
68 H -0.585 3.044 8.318
69 H -0.087 0.291 9.375
70 H -1.636 1.156 9.206
71 H -0.755 -0.934 7.508
72 H -2.025 0.219 7.107
73 H -0.448 0.761 5.460
74 H 2.814 3.371 7.980
75 H 3.213 5.254 9.525

lowest unoccupied orbital energy: -5.7 eV
E_HOMO: -9.884 eV
net charge: +1
HOMO-LUMO gap: 4.23 eV

---

No. 4
ORCA calculation (ωB97M-V with the def2-TZVPD basis set) on C38H36N2O2STa as an isolated structure.

Positions of all 80 atoms, in Å:
1 Ta -0.500 -0.797 0.668
2 C -2.080 -3.991 -1.987
3 C -1.693 -3.363 -0.686
4 O -1.311 -2.173 -0.736
5 C -1.767 -4.098 0.559
6 C -2.203 -5.440 0.555
7 C -2.306 -6.159 1.718
8 C -1.978 -5.547 2.932
9 C -1.552 -4.238 2.977
10 C -1.438 -3.502 1.796
11 O -1.025 -2.239 1.889
12 H -1.936 -3.269 -2.785
13 H -3.125 -4.303 -1.965
14 H -1.475 -4.877 -2.182
15 H -2.462 -5.911 -0.382
16 H -2.640 -7.186 1.698
17 H -2.062 -6.107 3.854
18 H -1.303 -3.754 3.911
19 C 5.431 -3.801 -1.893
20 C 5.296 -2.419 -1.927
21 C 4.140 -1.814 -1.465
22 C 3.094 -2.593 -0.958
23 C 3.246 -3.981 -0.925
24 C 4.402 -4.584 -1.390
25 C 1.836 -2.030 -0.444
26 C 1.355 -0.774 -0.402
27 C 1.971 0.454 -0.946
28 C 1.814 0.783 -2.293
29 C 2.325 1.973 -2.788
30 C 2.992 2.853 -1.946
31 C 3.155 2.533 -0.605
32 C 2.644 1.343 -0.107
33 H 6.338 -4.266 -2.256
34 H 6.100 -1.807 -2.315
35 H 4.054 -0.739 -1.498
36 H 2.443 -4.592 -0.528
37 H 4.502 -5.660 -1.358
38 H 1.208 -2.823 -0.013
39 H 1.292 0.098 -2.951
40 H 2.202 2.215 -3.835
41 H 3.387 3.782 -2.335
42 H 3.686 3.208 0.054
43 H 2.791 1.086 0.937
44 N 2.660 2.763 6.135
45 C 3.228 1.954 5.228
46 S 4.827 1.656 5.105
47 C 2.267 1.315 4.276
48 C 2.409 -0.028 3.935
49 C 1.551 -0.572 3.008
50 N 0.583 0.143 2.406
51 C 0.437 1.432 2.742
52 C 1.254 2.048 3.672
53 H 3.254 3.217 6.811
54 H 1.664 2.815 6.262
55 H 3.195 -0.624 4.374
56 H 1.640 -1.609 2.712
57 H -0.353 1.972 2.242
58 H 1.108 3.099 3.880
59 C -2.974 1.432 -1.531
60 C -2.247 1.833 -0.236
61 C -0.998 2.649 -0.608
62 C -1.856 0.545 0.458
63 C -3.133 2.709 0.655
64 C -3.166 2.544 2.039
65 C -3.913 3.387 2.850
66 C -4.648 4.418 2.288
67 C -4.628 4.594 0.913
68 C -3.879 3.750 0.107
69 H -2.341 0.768 -2.121
70 H -3.200 2.302 -2.147
71 H -3.909 0.914 -1.314
72 H -0.331 2.084 -1.262
73 H -0.441 2.954 0.279
74 H -1.293 3.560 -1.133
75 H -2.705 0.059 0.978
76 H -2.619 1.726 2.492
77 H -3.929 3.230 3.921
78 H -5.237 5.075 2.914
79 H -5.202 5.393 0.461
80 H -3.878 3.917 -0.962

lowest unoccupied orbital energy: -3.6 eV
E_HOMO: -10.689 eV
net charge: +1
HOMO-LUMO gap: 7.09 eV

---

No. 5
ORCA calculation (ωB97M-V with the def2-TZVPD basis set) on C38H36N5O4S2Ta as an isolated structure in a non-equilibrium geometry.

Positions of all 86 atoms, in Å:
1 Ta 0.181 1.113 -0.320
2 C 1.935 2.046 3.864
3 C 1.775 1.605 2.441
4 N 0.598 1.631 1.870
5 N -0.396 2.058 2.755
6 C -1.526 2.269 2.212
7 S -1.871 2.039 0.485
8 S -2.883 2.886 3.101
9 C -2.199 2.894 4.768
10 C -1.125 3.914 5.086
11 C -0.575 4.774 4.149
12 C 0.426 5.668 4.514
13 C 0.886 5.708 5.821
14 C 0.335 4.851 6.767
15 C -0.663 3.962 6.400
16 C 2.981 1.167 1.709
17 C 4.084 0.648 2.395
18 C 5.218 0.255 1.709
19 C 5.285 0.412 0.327
20 C 4.208 0.928 -0.378
21 C 3.078 1.274 0.330
22 O 1.941 1.694 -0.341
23 H 1.359 2.953 4.042
24 H 2.978 2.216 4.105
25 H 1.522 1.288 4.536
26 H -1.827 1.886 4.952
27 H -3.078 3.041 5.399
28 H -0.936 4.769 3.126
29 H 0.838 6.343 3.774
30 H 1.657 6.411 6.108
31 H 0.678 4.881 7.793
32 H -1.091 3.301 7.147
33 H 4.043 0.538 3.470
34 H 6.058 -0.159 2.249
35 H 6.185 0.132 -0.207
36 H 4.242 1.072 -1.449
37 C -2.182 -6.292 -2.008
38 O -1.603 -4.987 -2.132
39 C -1.052 -4.664 -3.332
40 C -1.012 -5.491 -4.444
41 C -0.394 -5.045 -5.606
42 C 0.201 -3.795 -5.660
43 C 0.173 -2.969 -4.544
44 C -0.469 -3.395 -3.394
45 N -0.522 -2.646 -2.176
46 C -0.585 -1.332 -2.027
47 N -0.877 -0.557 -3.063
48 C -0.800 0.852 -3.219
49 C -0.420 1.783 -2.245
50 C -0.399 3.148 -2.590
51 C -0.730 3.556 -3.861
52 C -1.105 2.624 -4.828
53 C -1.140 1.280 -4.515
54 O -1.485 0.287 -5.370
55 C -1.860 0.647 -6.707
56 N -0.331 -0.764 -0.815
57 C 0.011 -1.539 0.348
58 C 1.335 -1.620 0.770
59 C 1.647 -2.280 1.951
60 C 0.622 -2.869 2.676
61 C -0.705 -2.817 2.252
62 C -1.028 -2.148 1.080
63 O -2.251 -2.024 0.550
64 C -3.347 -2.654 1.232
65 H -2.561 -6.359 -0.994
66 H -1.429 -7.062 -2.170
67 H -3.003 -6.411 -2.714
68 H -1.458 -6.473 -4.414
69 H -0.370 -5.693 -6.471
70 H 0.699 -3.464 -6.560
71 H 0.671 -2.008 -4.578
72 H -0.617 -3.207 -1.338
73 H -1.173 -1.038 -3.907
74 H -0.125 3.892 -1.852
75 H -0.708 4.607 -4.118
76 H -1.367 2.957 -5.822
77 H -2.093 -0.284 -7.212
78 H -1.032 1.146 -7.211
79 H -2.740 1.290 -6.691
80 H 2.122 -1.202 0.149
81 H 2.673 -2.352 2.281
82 H 0.850 -3.396 3.593
83 H -1.476 -3.294 2.840
84 H -4.220 -2.478 0.615
85 H -3.489 -2.201 2.213
86 H -3.169 -3.725 1.329

lowest unoccupied orbital energy: -6.6 eV
E_HOMO: -13.011 eV
net charge: +2
HOMO-LUMO gap: 6.38 eV

---

No. 6
ORCA calculation (ωB97M-V with the def2-TZVPD basis set) on C38H37AsN3O3Tc as an isolated structure.

Positions of all 83 atoms, in Å:
1 Tc 0.615 -0.070 -0.481
2 O -2.027 2.915 -2.560
3 C -2.283 3.682 -1.476
4 C -3.045 4.826 -1.707
5 C -3.380 5.665 -0.668
6 C -2.965 5.382 0.634
7 C -2.212 4.257 0.870
8 C -1.848 3.390 -0.171
9 C -1.037 2.210 0.156
10 O -0.560 1.476 -0.847
11 N -0.799 1.876 1.372
12 N -0.018 0.726 1.398
13 C 0.182 0.250 2.585
14 C 0.903 -0.940 2.892
15 C 1.047 -1.322 4.239
16 C 1.704 -2.476 4.577
17 C 2.227 -3.286 3.560
18 C 2.095 -2.935 2.234
19 C 1.437 -1.759 1.888
20 O 1.316 -1.433 0.602
21 H -1.524 2.136 -2.280
22 H -3.366 5.023 -2.722
23 H -3.974 6.548 -0.868
24 H -3.232 6.040 1.449
25 H -1.876 4.018 1.870
26 H -0.256 0.815 3.404
27 H 0.628 -0.685 5.010
28 H 1.811 -2.760 5.614
29 H 2.741 -4.204 3.814
30 H 2.493 -3.561 1.447
31 C 3.669 -4.940 -6.126
32 C 3.396 -3.799 -5.186
33 C 3.584 -2.482 -5.577
34 C 3.331 -1.401 -4.737
35 C 3.595 -0.024 -5.301
36 C 2.870 -1.686 -3.442
37 As 2.347 -0.252 -2.242
38 N 0.525 -0.277 -2.345
39 C -0.472 -0.355 -3.324
40 C -0.169 -0.208 -4.676
41 C -1.179 -0.281 -5.616
42 C -2.492 -0.502 -5.215
43 C -2.791 -0.665 -3.868
44 C -1.787 -0.598 -2.920
45 C 3.329 1.366 -2.607
46 C 2.782 2.569 -3.054
47 C 1.330 2.736 -3.413
48 C 3.641 3.653 -3.194
49 C 4.994 3.575 -2.893
50 C 5.901 4.765 -3.054
51 C 5.496 2.365 -2.423
52 C 4.686 1.253 -2.267
53 C 5.281 -0.033 -1.738
54 C 2.688 -3.007 -3.006
55 C 2.222 -3.351 -1.617
56 C 2.949 -4.039 -3.893
57 H 4.026 -4.585 -7.091
58 H 2.765 -5.527 -6.290
59 H 4.421 -5.611 -5.709
60 H 3.938 -2.276 -6.581
61 H 3.690 -0.088 -6.383
62 H 4.523 0.398 -4.910
63 H 2.809 0.695 -5.079
64 H 0.854 -0.050 -4.985
65 H -0.941 -0.164 -6.665
66 H -3.281 -0.553 -5.954
67 H -3.810 -0.846 -3.553
68 H -2.009 -0.735 -1.870
69 H 0.676 2.306 -2.659
70 H 1.098 2.262 -4.369
71 H 1.075 3.790 -3.506
72 H 3.229 4.593 -3.544
73 H 5.352 5.639 -3.400
74 H 6.692 4.551 -3.775
75 H 6.382 5.016 -2.108
76 H 6.547 2.288 -2.165
77 H 6.331 0.103 -1.489
78 H 5.219 -0.843 -2.467
79 H 4.774 -0.363 -0.825
80 H 2.694 -2.718 -0.869
81 H 2.459 -4.388 -1.382
82 H 1.141 -3.228 -1.515
83 H 2.807 -5.061 -3.558

lowest unoccupied orbital energy (spin up / spin down): -4.7 / -4.1 eV
E_HOMO (spin up / spin down): -10.497 / -10.522 eV
net charge: +1
spin multiplicity: 2
HOMO-LUMO gap (spin up / spin down): 5.83 / 6.42 eV

---

> Number 1 is which compound?

C38H36FN6O5S5Zr

---

> net charge of number 4 (C38H36N2O2STa)?

+1